Formula: C27H36AuN5O5SSi2
Source: the OMol25 dataset
Level of theory: ωB97M-V/def2-TZVPD

```
77
Properties=species:S:1:pos:R:3:forces:R:3:lowdin_charge:R:1
Au 0.858307 -1.625870 0.061434 0.0 0.1 0.1 0.87
C 3.798931 -2.329818 1.558413 0.0 0.0 0.0 -0.21
Si 2.274846 -3.246204 0.985386 0.0 0.0 0.0 0.45
C 2.734089 -4.468888 -0.359161 0.0 0.0 0.0 -0.21
C 1.466760 -4.150952 2.418944 0.0 0.0 0.0 -0.31
C 2.091696 -5.167812 3.146385 0.0 0.0 0.0 -0.09
C 1.440494 -5.778266 4.205358 0.0 0.0 0.0 -0.09
C 0.153354 -5.379536 4.553646 0.0 0.0 0.0 -0.09
C -0.475136 -4.373661 3.839482 0.0 0.0 0.0 -0.10
C 0.172451 -3.752346 2.768135 0.0 0.0 0.0 -0.31
Si -0.586147 -2.392070 1.725759 0.0 0.0 -0.1 0.43
C -2.158919 -3.017294 0.905836 0.0 0.0 0.0 -0.21
C -1.064186 -0.936203 2.816687 0.0 0.0 0.0 -0.21
H 4.537265 -3.025855 1.966346 0.0 0.0 0.0 0.03
H 3.544034 -1.605628 2.333461 0.0 0.0 0.0 0.03
H 4.241603 -1.779654 0.727473 0.0 0.0 0.0 0.02
H 3.450889 -5.196458 0.032296 0.0 0.0 0.0 0.03
H 3.192409 -3.960660 -1.209303 0.0 0.0 0.0 0.02
H 1.861009 -5.017548 -0.715918 0.0 0.0 0.0 0.02
H 3.096262 -5.487378 2.887909 0.0 0.0 0.0 0.10
H 1.931982 -6.564821 4.764455 0.0 0.0 0.0 0.10
H -0.354671 -5.856735 5.382489 0.0 0.0 0.0 0.10
H -1.479710 -4.073582 4.120936 0.0 0.0 0.0 0.10
H -2.881009 -3.345905 1.658795 0.0 0.0 0.0 0.03
H -1.950549 -3.862789 0.248252 0.0 0.0 0.0 0.02
H -2.631556 -2.230513 0.312548 0.0 0.0 0.0 0.01
H -1.751506 -1.262110 3.602644 0.0 0.0 0.0 0.03
H -1.567623 -0.161340 2.232741 0.0 0.0 0.0 0.01
H -0.189748 -0.492130 3.294858 0.0 0.0 0.0 0.03
O 2.496178 -0.058912 -0.345614 0.1 -0.2 0.0 -0.21
C 2.698450 0.676934 -1.381082 -0.1 0.1 0.0 -0.40
C 3.288071 1.962947 -1.209493 0.0 0.0 0.0 -0.04
C 3.487038 2.831654 -2.254352 0.0 0.0 0.0 -0.10
C 3.117680 2.480817 -3.556542 0.0 0.0 0.0 -0.12
C 2.575505 1.231656 -3.765172 0.0 0.0 0.0 -0.07
C 2.372717 0.315102 -2.723752 0.0 -0.1 0.0 -0.10
C 1.866694 -1.015137 -3.055239 -0.1 0.1 0.0 -0.27
N 1.241578 -1.875307 -2.268877 0.0 -0.1 0.0 0.01
C 0.920230 -2.971151 -3.037367 0.0 0.0 0.0 -0.15
C 1.353385 -2.781118 -4.308428 0.0 0.0 0.0 -0.09
N 1.951406 -1.541452 -4.306979 0.0 0.0 0.0 0.11
H 3.578528 2.228895 -0.199932 0.0 0.0 0.0 0.11
H 3.931112 3.802040 -2.064213 0.0 0.0 0.0 0.10
H 3.251256 3.169347 -4.379169 0.0 0.0 0.0 0.09
H 2.269726 0.965411 -4.771924 0.0 0.0 0.0 0.10
H 0.406257 -3.819971 -2.619416 0.0 0.0 0.0 0.10
H 1.299320 -3.395187 -5.188966 0.0 0.0 0.0 0.11
H 2.431471 -1.114186 -5.078288 0.0 0.0 0.0 0.15
C -4.480144 6.993408 1.912317 0.0 0.0 0.0 -0.11
C -4.396200 5.595234 1.316284 0.0 0.0 0.0 -0.31
S -2.832747 5.388327 0.493473 0.0 0.0 0.0 0.63
O -2.790911 6.262659 -0.649822 0.0 0.0 0.0 -0.30
O -1.781118 5.451219 1.478498 0.0 0.0 0.0 -0.31
C -2.886779 3.708239 -0.104203 0.0 0.0 0.0 -0.21
C -1.632034 3.453955 -0.934036 0.0 0.0 0.0 -0.13
N -1.391606 2.022617 -1.094442 0.0 0.0 0.0 0.06
C -0.523483 1.314754 -0.336659 0.0 0.0 0.0 -0.30
N -0.530314 0.036778 -0.688013 -0.1 -0.1 0.0 0.03
C -1.423190 -0.105122 -1.701118 0.1 0.0 0.0 -0.02
C -1.968708 1.113281 -1.961065 0.0 0.0 -0.1 -0.13
N -2.967465 1.425414 -2.931985 0.0 0.0 0.0 -0.33
O -3.414653 2.562390 -2.950779 0.0 0.0 0.0 0.08
O -3.315575 0.525286 -3.666972 0.0 0.0 0.0 0.10
C 0.320953 1.908037 0.729698 0.0 0.0 0.0 0.02
H -5.439344 7.117835 2.412212 0.0 0.0 0.0 0.08
H -4.393745 7.748951 1.133162 0.0 0.0 0.0 0.08
H -3.686555 7.150174 2.641012 0.0 0.0 0.0 0.08
H -5.167579 5.422617 0.565078 0.0 0.0 0.0 0.11
H -4.451138 4.819414 2.081169 0.0 0.0 0.0 0.11
H -3.786679 3.572997 -0.702296 0.0 0.0 0.0 0.10
H -2.913377 3.062761 0.775166 0.0 0.0 0.0 0.11
H -0.757607 3.860493 -0.430387 0.0 0.0 0.0 0.12
H -1.718315 3.920451 -1.909091 0.0 0.0 0.0 0.13
H -1.610736 -1.042542 -2.195049 0.0 0.0 0.0 0.13
H 0.999671 2.650289 0.305427 0.0 0.0 0.0 0.09
H 0.932836 1.120535 1.161896 0.0 0.0 0.0 0.07
H -0.285683 2.389195 1.499043 0.0 0.0 0.0 0.10
```
Positions in Å, forces in eV/Å.

Summary:
Frontier orbital gap in eV: 6.428
Relative energy (zero: lowest compared OMol25 entry of this formula, charge and spin) in eV: 0.000



Formula: C5H10N2O4
Source: the OMol25 dataset
Level of theory: ωB97M-V/def2-TZVPD

```
21
Properties=species:S:1:pos:R:3:forces:R:3:lowdin_charge:R:1
N -2.382498 -2.126558 -0.105554 -0.4 0.0 0.3 0.02
C -1.460334 -1.080661 -0.448303 0.9 -0.9 -0.8 -0.21
C -1.385502 0.045764 0.518801 0.0 2.1 1.1 -0.44
O -2.278137 0.320295 1.313953 0.6 -0.7 -0.8 0.07
N -0.329591 0.986678 0.399731 -1.8 -0.5 0.2 0.07
C 1.059099 0.734687 0.114410 -0.6 0.7 -0.1 -0.23
C 1.599211 -0.386951 0.949784 0.8 -0.6 -0.2 -0.22
O 1.600570 -0.083379 2.315079 -0.1 0.3 0.4 -0.02
C 1.271523 0.606757 -1.383846 2.0 -0.8 -1.4 -0.45
O 2.282814 0.114161 -1.865754 -1.8 0.7 0.9 0.11
O 0.305020 1.124934 -2.170222 0.4 -0.2 0.4 0.12
H -2.223904 -2.399881 0.850479 0.4 -0.4 0.3 0.07
H -3.284978 -1.697084 -0.005802 -0.7 0.1 -0.3 0.07
H -0.477473 -1.558153 -0.640319 -0.3 0.5 0.1 0.13
H -1.765020 -0.640911 -1.406537 0.1 0.0 0.1 0.14
H -0.565769 1.796631 0.950436 0.2 0.0 0.3 0.15
H 1.544702 1.654665 0.442189 0.4 0.0 -0.2 0.18
H 2.635734 -0.569264 0.689664 0.1 -0.1 -0.2 0.14
H 1.018883 -1.286744 0.763271 0.1 -0.3 -0.1 0.12
H 0.694913 -0.127342 2.626843 -0.2 0.1 0.3 0.09
H -0.378573 1.481570 -1.578981 -0.1 0.0 0.0 0.10
```
Positions in Å, forces in eV/Å.

Summary:
Frontier orbital gap in eV: 10.620
Relative energy (zero: lowest compared OMol25 entry of this formula, charge and spin) in eV: 0.589
SMILES string: NCC(=O)N[C@@H](CO)C(=O)O



Formula: C30H24AsBrNO6PPdS
Source: the OMol25 dataset
Level of theory: ωB97M-V/def2-TZVPD

```
66
Properties=species:S:1:pos:R:3:forces:R:3:lowdin_charge:R:1
Pd -0.423732 -0.872352 0.780697 -1.1 0.8 -2.6 0.74
O -2.857474 -4.477011 1.218136 0.2 0.2 0.1 -0.33
As -1.592234 -3.493344 2.134214 -1.1 -0.6 0.5 0.83
O -1.557797 -4.174417 3.624505 0.3 0.0 -0.1 -0.52
O -2.235770 -1.968793 1.944673 0.4 -0.3 -0.1 -0.55
C -0.129690 -4.119644 0.969431 0.3 0.3 0.1 -0.22
C -0.408714 -5.202592 0.136289 0.0 0.0 0.0 -0.09
C 0.552961 -5.702647 -0.726069 0.0 0.0 0.0 -0.09
C 1.820078 -5.139066 -0.769286 0.0 0.0 0.0 -0.09
C 2.121579 -4.078903 0.063883 0.0 0.0 0.0 -0.08
C 1.154756 -3.572750 0.923820 -0.2 -0.1 0.0 -0.29
S 1.682462 -2.208930 1.946896 0.7 -0.2 0.8 0.42
O 0.548382 -1.924301 2.832125 0.3 -0.1 0.0 -0.40
O 2.867553 -2.688659 2.629487 0.0 0.0 -0.1 -0.33
O 1.969350 -1.089407 1.025951 -0.2 -0.4 0.1 -0.38
H -3.670665 -4.037820 1.489253 0.0 0.0 -0.1 0.01
H -1.401187 -5.627697 0.159941 0.0 0.0 0.0 0.09
H 0.307027 -6.529341 -1.382867 0.0 0.0 0.0 0.09
H 2.564958 -5.520030 -1.458212 0.0 0.0 0.0 0.09
H 3.099778 -3.614789 0.056430 0.0 0.0 0.0 0.11
N -1.757172 0.662132 -0.117450 0.3 -0.4 0.4 -0.27
P -0.754188 1.805173 0.139833 0.3 0.3 0.0 0.63
C -0.213788 2.177259 1.869339 -0.1 -0.1 0.0 -0.29
C -0.544980 1.259734 2.863620 -0.1 0.0 -0.1 -0.09
C -0.125804 1.454996 4.173178 0.0 0.0 0.0 -0.07
C 0.589793 2.594934 4.506029 0.0 0.0 0.0 -0.11
C 0.882845 3.542195 3.530522 0.0 0.0 0.0 -0.11
C 0.481657 3.333148 2.219440 0.1 -0.1 0.0 -0.10
C -1.460034 3.462187 -0.300752 -0.1 -0.1 -0.1 -0.27
C -2.745109 3.718269 0.182777 0.0 -0.1 0.0 -0.09
C -3.399937 4.900096 -0.123416 0.0 0.0 0.0 -0.10
C -2.782107 5.849161 -0.930374 0.0 0.0 0.0 -0.12
C -1.507442 5.607242 -1.418570 0.0 0.0 0.0 -0.11
C -0.850281 4.421460 -1.104464 0.0 0.0 0.1 -0.09
C 0.837628 1.808630 -0.792568 -0.2 0.1 -0.1 -0.30
C 0.721137 1.748161 -2.183397 0.0 0.0 0.1 -0.12
C 1.845500 1.681319 -2.989766 0.0 0.0 0.0 -0.11
C 3.108099 1.638164 -2.409578 0.0 0.0 0.0 -0.11
C 3.232517 1.664240 -1.028145 0.0 0.0 0.0 -0.09
C 2.103879 1.758642 -0.222428 0.0 0.0 0.0 -0.09
H -1.184882 0.407583 2.634440 0.0 -0.1 0.0 0.08
H -0.359925 0.711893 4.924458 0.0 0.0 0.0 0.11
H 0.919093 2.751472 5.526809 0.0 0.0 0.0 0.09
H 1.429014 4.441273 3.793669 0.0 0.0 0.0 0.09
H 0.726625 4.064789 1.456564 0.0 0.0 0.0 0.10
H -3.224480 2.958293 0.789888 0.0 0.0 0.0 0.10
H -4.395347 5.086181 0.263151 0.0 0.0 0.0 0.09
H -3.294518 6.771498 -1.179122 0.0 0.0 0.0 0.09
H -1.019348 6.343849 -2.046924 0.0 0.0 0.0 0.09
H 0.149470 4.247358 -1.481695 0.0 0.0 0.0 0.09
H -0.272401 1.729291 -2.618586 0.0 0.0 0.0 0.11
H 1.740063 1.630507 -4.067230 0.0 0.0 0.0 0.10
H 3.991595 1.560540 -3.033056 0.0 0.0 0.0 0.09
H 4.211173 1.587679 -0.569713 0.0 0.0 0.0 0.10
H 2.214133 1.753783 0.853651 0.0 0.0 0.0 0.10
Br -0.228149 -3.584510 -5.297694 0.0 0.0 0.0 0.62
C -0.303162 -2.736637 -3.575821 0.0 0.0 -0.1 -0.70
C -1.475035 -2.803203 -2.843090 0.0 0.0 0.0 -0.14
C -1.514919 -2.198865 -1.591618 -0.2 0.0 0.0 -0.09
C -0.396604 -1.548216 -1.094863 0.2 0.5 1.3 -0.22
C 0.769463 -1.498249 -1.842793 0.1 0.0 -0.1 -0.10
C 0.822971 -2.091278 -3.101055 -0.1 0.0 0.1 -0.15
H -2.340088 -3.323173 -3.232723 0.0 0.0 0.0 0.09
H -2.420849 -2.239320 -0.998701 0.0 0.0 0.0 0.10
H 1.649928 -1.010489 -1.443928 0.0 0.0 0.0 0.09
H 1.732344 -2.056700 -3.687144 0.0 0.0 0.0 0.09
```
Positions in Å, forces in eV/Å.

Summary:
Frontier orbital gap (spin up / spin down) in eV: 5.737 / 5.738
Relative energy (zero: lowest compared OMol25 entry of this formula, charge and spin) in eV: 1.330
Net charge: -2



Formula: C4H11NO2
Source: the OMol25 dataset
Level of theory: ωB97M-V/def2-TZVPD

```
18
Properties=species:S:1:pos:R:3:forces:R:3:lowdin_charge:R:1
C -0.559573 -1.617845 -0.864100 -0.8 -1.0 -0.1 -0.11
C -1.439923 -0.417230 -0.666378 0.9 1.8 1.3 -0.23
C -0.649111 0.920620 -0.523600 -0.6 -0.1 -0.5 -0.20
N 0.250372 0.948660 0.605319 0.3 0.6 0.9 0.01
C -0.093092 1.665314 1.728411 0.3 -0.5 -0.1 -0.36
O -1.131360 2.238829 1.929779 -0.4 0.0 0.1 0.03
H -1.063063 -2.541294 -0.567750 -0.3 0.0 -0.1 0.07
H 0.324659 -1.641677 -0.237639 0.3 0.5 -0.1 0.04
H -0.348275 -1.748682 -1.917951 0.6 0.0 -0.2 0.07
H -1.977354 -0.427856 0.283454 -0.2 -0.5 0.0 0.11
H -2.166780 -0.209283 -1.438126 -0.2 -0.5 -0.4 0.10
H -1.409749 1.688918 -0.348859 0.2 0.1 -0.1 0.11
H -0.110602 1.187257 -1.429258 0.1 -0.1 -0.2 0.12
H 1.261486 0.989808 0.515535 -0.2 -0.5 -0.6 0.10
H 0.722112 1.603292 2.471099 0.0 0.3 0.1 0.13
O 2.930691 -0.526557 0.283371 -0.2 -0.2 0.0 -0.06
H 2.113199 -0.983062 0.518590 0.1 0.1 0.1 0.01
H 3.346365 -1.129219 -0.341897 0.1 0.1 0.0 0.05
```
Positions in Å, forces in eV/Å.

Summary:
Frontier orbital gap in eV: 10.435
Relative energy (zero: lowest compared OMol25 entry of this formula, charge and spin) in eV: 0.709
SMILES string: CCCNC=O.O



In order of appearance, max |F| = 0.00427 0.05008 0.05641 0.04595 Eh/bohr.